# 1
An isolated ion of composition C4H9N4O2 and charge +1 at a distorted geometry, computed with wB97M-V/def2-TZVPD.

Geometry as XYZ:
```
19
Properties=species:S:1:pos:R:3:mulliken_charge:R:1
O 3.29 -1.23 -0.33 -0.581
N 2.26 -0.65 -0.09 0.879
C 0.93 -1.21 -0.06 -0.748
C -0.30 -0.52 0.02 0.674
N -1.45 -1.21 0.18 -0.128
C -2.57 -0.39 0.01 -0.467
C -2.01 1.04 -0.29 -0.514
N -0.57 0.74 -0.24 -0.171
N 2.29 0.76 0.03 -0.243
O 3.49 1.40 0.15 -0.408
H 1.09 -2.30 0.16 0.306
H -1.62 -2.10 0.67 0.288
H -3.41 -0.26 0.82 0.318
H -3.13 -0.80 -1.01 0.281
H -2.39 1.49 -1.34 0.265
H -2.13 1.73 0.55 0.345
H 0.08 1.52 -0.11 0.231
H 1.82 1.25 0.74 0.267
H 4.31 0.74 0.14 0.404
```

SMILES string = O=[N+](C=C1NCCN1)NO
ΔE to the lowest compared entry with this formula, charge and spin = 5.445 eV
maximum force = 5.596 eV Å⁻¹
E_tot = -526.8662 a.u.
charge = +1
LUMO energy (spin up / spin down) = -4.94 / -4.94 eV
orbital gap (spin up / spin down) = 8.2620 / 8.2602 eV
molar mass = 145.1 Da

=====

# 2
An isolated ion of composition C4H9N4O2 and charge +1 at a distorted geometry, computed with wB97M-V/def2-TZVPD.

Geometry as XYZ:
```
19
Properties=species:S:1:pos:R:3:mulliken_charge:R:1
H -1.81 3.02 0.01 0.265
N -1.34 2.13 -0.02 -0.479
C -0.25 1.87 -0.54 0.212
C 0.67 0.63 -0.64 -0.590
N 0.41 -0.60 0.12 -0.025
C 1.70 -1.24 0.49 -1.183
C -0.79 -1.09 0.56 0.066
N -1.98 -0.53 0.34 -0.220
N 0.45 3.05 -1.33 0.922
O 1.61 2.95 -1.73 -0.514
O -0.21 4.04 -1.28 -0.566
H 0.91 0.46 -1.71 0.331
H 1.46 1.09 -0.04 0.480
H 1.77 -1.41 1.53 0.370
H 1.67 -2.21 0.05 0.452
H 2.47 -0.79 0.00 0.472
H -0.68 -1.95 1.08 0.499
H -2.71 -1.16 0.59 0.245
H -2.00 0.46 0.16 0.262
```

SMILES string = [H]/N=C(/CN(C)C=[NH2+])[N+](=O)[O-]
ΔE to the lowest compared entry with this formula, charge and spin = 3.783 eV
maximum force = 5.450 eV Å⁻¹
E_tot = -526.9272 a.u.
charge = +1
LUMO energy = -4.31 eV
orbital gap = 10.1222 eV
molar mass = 145.1 Da

=====

# 3
An isolated ion of composition C4H9N4S and charge +1 at a distorted geometry, computed with wB97M-V/def2-TZVPD.

Geometry as XYZ:
```
18
Properties=species:S:1:pos:R:3:mulliken_charge:R:1
C -0.41 -0.10 0.00 0.195
C 1.46 1.59 0.86 -0.766
C -2.64 -0.60 -0.86 -0.819
C 1.97 -1.68 0.24 -0.751
N -0.66 2.13 -0.16 -0.334
N -1.72 1.60 -0.57 -0.480
N 0.18 1.30 0.25 0.647
N -1.60 0.25 -0.48 0.566
S 0.12 -1.75 0.21 -0.060
H 1.79 2.57 0.66 0.332
H 1.32 1.52 1.97 0.343
H 2.20 0.80 0.47 0.242
H -3.60 -0.14 -1.08 0.353
H -2.44 -1.01 -1.89 0.375
H -2.54 -1.49 -0.29 0.281
H 2.27 -2.56 0.62 0.407
H 2.12 -0.87 0.96 0.161
H 2.18 -1.56 -0.89 0.310
```

ΔE to the lowest compared entry with this formula, charge and spin = 3.923 eV
maximum force = 6.862 eV Å⁻¹
E_tot = -774.6697 a.u.
charge = +1
LUMO energy = -4.12 eV
orbital gap = 9.7481 eV
molar mass = 145.2 Da

=====

# 4
One molecule with the formula C4H9NO, computed with wB97M-V/def2-TZVPD.

Geometry as XYZ:
```
15
Properties=species:S:1:pos:R:3:mulliken_charge:R:1
C 0.87 1.09 0.79 -1.064
N 0.23 -0.13 0.33 0.043
C 1.19 -1.16 -0.03 -1.033
C -0.77 0.11 -0.70 -0.633
C -2.18 -0.07 -0.18 0.020
O -3.16 -0.07 -0.89 -0.486
H 1.45 1.60 0.00 0.361
H 1.55 0.85 1.61 0.333
H 0.11 1.79 1.17 0.324
H 1.84 -1.36 0.82 0.310
H 0.66 -2.09 -0.27 0.355
H 1.82 -0.89 -0.90 0.364
H -0.65 -0.57 -1.55 0.403
H -0.70 1.12 -1.12 0.361
H -2.26 -0.22 0.92 0.344
```

SMILES string = CN(C)CC=O
ΔE to the lowest compared entry with this formula, charge and spin = 1.771 eV
maximum force = 0.546 eV Å⁻¹
E_tot = -287.7674 a.u.
charge = 0
LUMO energy = 0.94 eV
orbital gap = 9.8349 eV
molar mass = 87.1 Da

=====

# 5
C4H9NO as an isolated structure at a distorted geometry, computed with wB97M-V/def2-TZVPD.

Geometry as XYZ:
```
15
Properties=species:S:1:pos:R:3:mulliken_charge:R:1
C -0.31 -1.01 0.98 -0.875
N 0.10 -0.32 -0.22 0.108
C 0.87 -1.22 -1.07 -0.901
C 0.06 2.20 -0.05 -0.350
C -1.14 1.63 -0.03 -0.256
O -1.30 0.51 -0.79 -0.353
H 0.58 -1.22 1.59 0.322
H -0.81 -1.97 0.78 0.298
H -0.96 -0.36 1.56 0.264
H 0.37 -2.16 -1.31 0.298
H 1.20 -0.72 -1.98 0.309
H 1.78 -1.49 -0.50 0.317
H 0.74 1.95 -0.86 0.192
H 0.43 2.82 0.75 0.255
H -1.89 1.85 0.74 0.372
```

ΔE to the lowest compared entry with this formula, charge and spin = 5.137 eV
maximum force = 2.562 eV Å⁻¹
E_tot = -287.6437 a.u.
charge = 0
LUMO energy = 0.54 eV
orbital gap = 9.0295 eV
molar mass = 87.1 Da

=====

# 6
One molecule with the formula C4H9NO, computed with wB97M-V/def2-TZVPD.

Geometry as XYZ:
```
15
Properties=species:S:1:pos:R:3:mulliken_charge:R:1
C -0.62 -0.12 1.80 -0.999
C 0.83 -0.07 1.28 -0.525
C 0.77 0.50 -0.13 0.636
O 0.97 1.68 -0.37 -0.619
N 0.36 -0.40 -1.07 -0.257
C -0.40 0.05 -2.22 -0.853
H -1.24 -0.77 1.18 0.281
H -0.66 -0.49 2.83 0.327
H -1.06 0.88 1.77 0.297
H 1.44 0.59 1.89 0.283
H 1.28 -1.07 1.28 0.284
H 0.15 -1.32 -0.73 0.265
H -1.46 -0.20 -2.08 0.280
H -0.30 1.13 -2.27 0.348
H -0.04 -0.39 -3.15 0.252
```

SMILES string = CCC(=O)NC
ΔE to the lowest compared entry with this formula, charge and spin = 0.411 eV
maximum force = 0.242 eV Å⁻¹
E_tot = -287.8174 a.u.
charge = 0
LUMO energy = 0.90 eV
orbital gap = 10.5115 eV
molar mass = 87.1 Da

=====

# 7
One molecule with the formula C4H9NO, computed with wB97M-V/def2-TZVPD.

Geometry as XYZ:
```
15
Properties=species:S:1:pos:R:3:mulliken_charge:R:1
C 0.53 -0.07 1.58 -1.354
C 0.42 0.17 0.09 0.492
C 0.92 -0.99 -0.77 -1.360
N -0.98 0.46 -0.27 0.194
C -1.29 1.09 -1.59 -0.508
O -1.36 1.80 -0.26 -0.389
H 1.58 -0.22 1.87 0.374
H -0.02 -0.97 1.88 0.351
H 0.14 0.78 2.15 0.363
H 0.94 1.09 -0.20 0.224
H 0.73 -0.76 -1.82 0.394
H 0.41 -1.92 -0.50 0.334
H 1.99 -1.13 -0.62 0.381
H -1.67 -0.11 0.23 0.367
H -2.34 0.77 -1.76 0.136
```

ΔE to the lowest compared entry with this formula, charge and spin = 5.497 eV
maximum force = 0.302 eV Å⁻¹
E_tot = -287.6304 a.u.
charge = 0
LUMO energy = 0.81 eV
orbital gap = 8.6575 eV
molar mass = 87.1 Da

=====

# 8
A 2-piece molecular cluster, C4H9NO overall at a distorted geometry, computed with wB97M-V/def2-TZVPD.

Geometry as XYZ:
```
15
Properties=species:S:1:pos:R:3:mulliken_charge:R:1
C 0.59 -3.01 0.95 -0.743
C -0.34 -2.07 0.86 0.072
N -1.59 -2.05 1.52 -0.437
H 0.53 -3.84 1.67 0.246
H 1.42 -2.91 0.25 0.239
H 0.04 -1.14 0.38 0.217
H -2.04 -2.99 1.73 0.218
H -1.91 -1.32 2.10 0.187
C 1.04 3.09 -0.55 -0.891
C 0.51 2.36 -1.62 0.224
O -0.27 1.47 -1.43 -0.447
H 1.52 3.98 -0.86 0.342
H 1.56 2.52 0.26 0.265
H 0.26 3.54 0.07 0.276
H 1.09 2.52 -2.65 0.233
```

SMILES string = C=CN.CC=O
ΔE to the lowest compared entry with this formula, charge and spin = 2.960 eV
maximum force = 4.300 eV Å⁻¹
E_tot = -287.7237 a.u.
charge = 0
LUMO energy = 0.94 eV
orbital gap = 9.1025 eV
molar mass = 87.1 Da

=====

# 9
One molecule with the formula C4H9NO at a distorted geometry, computed with wB97M-V/def2-TZVPD.

Geometry as XYZ:
```
15
Properties=species:S:1:pos:R:3:mulliken_charge:R:1
C -0.94 0.16 2.29 -0.631
O -0.94 -0.27 0.90 -0.310
C 0.01 0.48 0.24 -0.416
C -0.07 0.12 -1.25 -0.008
C 0.61 -1.04 -1.87 -0.502
N 1.02 0.31 -2.18 -0.624
H -1.39 1.16 2.48 0.282
H -1.51 -0.59 2.95 0.241
H 0.20 0.26 2.69 0.244
H -0.25 1.56 0.38 0.292
H 1.06 0.24 0.59 0.280
H -0.99 0.41 -1.65 0.367
H 1.10 -1.67 -1.19 0.242
H 0.19 -1.62 -2.67 0.267
H 1.91 0.47 -1.71 0.277
```

SMILES string = COC[C@@H]1CN1
ΔE to the lowest compared entry with this formula, charge and spin = 3.178 eV
maximum force = 2.677 eV Å⁻¹
E_tot = -287.7157 a.u.
charge = 0
LUMO energy = 1.04 eV
orbital gap = 10.6580 eV
molar mass = 87.1 Da

=====

# 10
A 2-piece molecular cluster, C4H9NO overall at a distorted geometry, computed with wB97M-V/def2-TZVPD.

Geometry as XYZ:
```
15
Properties=species:S:1:pos:R:3:mulliken_charge:R:1
C -0.80 3.04 -0.06 -0.603
C 0.26 2.25 -0.21 -0.040
O 0.52 1.56 -1.37 -0.508
H -1.40 3.31 -0.92 0.249
H -1.02 3.43 0.92 0.247
H 1.13 2.39 0.44 0.315
H 0.43 0.61 -1.27 0.322
C -1.18 -1.87 0.29 -0.203
N -0.14 -1.98 -0.40 -0.429
C 1.13 -2.27 0.25 -0.760
H -2.12 -1.60 -0.20 0.265
H -1.28 -1.98 1.38 0.249
H 1.38 -3.33 0.23 0.303
H 1.89 -1.74 -0.34 0.253
H 1.20 -1.82 1.24 0.339
```

SMILES string = C=CO.C=NC
ΔE to the lowest compared entry with this formula, charge and spin = 3.177 eV
maximum force = 1.047 eV Å⁻¹
E_tot = -287.7157 a.u.
charge = 0
LUMO energy = 0.98 eV
orbital gap = 10.2947 eV
molar mass = 87.1 Da

=====

# 11
A 2-piece molecular cluster, C4H9NO overall at a distorted geometry, computed with wB97M-V/def2-TZVPD.

Geometry as XYZ:
```
15
Properties=species:S:1:pos:R:3:mulliken_charge:R:1
C 1.33 -1.23 -1.51 -0.421
C -1.98 0.61 1.26 -1.140
C 1.55 0.34 0.45 -0.766
C -0.79 1.03 0.46 -0.144
N 0.23 -0.98 -2.09 -0.562
O 0.29 0.46 0.80 -0.181
H 2.31 -0.93 -1.88 0.365
H 1.32 -1.82 -0.63 0.305
H -2.43 1.31 1.85 0.359
H -2.87 0.23 0.51 0.231
H -1.83 -0.16 1.90 0.369
H -0.50 -1.25 -1.45 0.268
H 1.87 1.07 -0.29 0.335
H 2.14 -0.43 0.90 0.484
H -0.64 1.74 -0.27 0.498
```

ΔE to the lowest compared entry with this formula, charge and spin = 6.330 eV
maximum force = 5.915 eV Å⁻¹
E_tot = -287.5998 a.u.
charge = 0
LUMO energy (spin up / spin down) = 0.83 / 0.67 eV
orbital gap (spin up / spin down) = 8.0155 / 7.7529 eV
molar mass = 87.1 Da

=====

# 12
C4H9NO as an isolated structure at a distorted geometry, computed with wB97M-V/def2-TZVPD.

Geometry as XYZ:
```
15
Properties=species:S:1:pos:R:3:mulliken_charge:R:1
C -1.23 0.23 -0.70 -1.807
C 0.13 0.11 -0.04 1.432
C -0.02 0.06 1.46 -0.633
C 0.69 -1.27 0.08 -0.747
H -1.97 -0.57 -0.34 0.364
H -1.64 1.28 -0.68 0.404
H -1.15 0.01 -1.77 0.432
H 0.49 1.56 -1.57 0.248
H 1.93 1.33 -0.53 0.230
H 0.91 0.37 1.97 0.271
H -0.94 0.51 1.85 0.296
H 0.21 -1.97 -0.52 0.280
H 1.76 -1.53 0.03 0.260
N 0.86 1.29 -0.58 -0.629
O -0.01 -1.41 1.35 -0.401
```

ΔE to the lowest compared entry with this formula, charge and spin = 2.785 eV
maximum force = 3.739 eV Å⁻¹
E_tot = -287.7301 a.u.
charge = 0
LUMO energy = 1.02 eV
orbital gap = 10.3153 eV
molar mass = 87.1 Da

=====

# 13
One molecule with the formula C4H9NO, computed with wB97M-V/def2-TZVPD.

Geometry as XYZ:
```
15
Properties=species:S:1:pos:R:3:mulliken_charge:R:1
C -0.86 -0.90 -1.99 -1.008
C 0.25 0.02 -1.49 -0.460
N 0.35 0.01 -0.03 -0.501
C -0.39 0.82 0.59 0.163
O -0.41 0.95 1.92 -0.333
C 0.55 0.16 2.62 -0.633
H -1.84 -0.52 -1.69 0.287
H -0.84 -0.97 -3.08 0.330
H -0.74 -1.90 -1.56 0.301
H 0.08 1.04 -1.87 0.328
H 1.21 -0.31 -1.89 0.307
H -1.10 1.53 0.13 0.414
H 0.39 0.38 3.68 0.219
H 1.56 0.45 2.32 0.294
H 0.41 -0.90 2.42 0.291
```

SMILES string = CC/N=C/OC
ΔE to the lowest compared entry with this formula, charge and spin = 1.455 eV
maximum force = 0.450 eV Å⁻¹
E_tot = -287.7790 a.u.
charge = 0
LUMO energy = 1.11 eV
orbital gap = 10.7933 eV
molar mass = 87.1 Da

=====

# 14
One molecule with the formula C4H9NO at a distorted geometry, computed with wB97M-V/def2-TZVPD.

Geometry as XYZ:
```
15
Properties=species:S:1:pos:R:3:mulliken_charge:R:1
C -0.69 1.88 -0.21 -0.797
C 0.19 0.92 0.01 0.180
O 1.74 1.46 0.03 -0.607
C 0.42 -0.45 0.39 0.528
C -1.28 -0.93 0.41 -1.353
N 1.18 -1.22 -0.52 -0.585
H -1.76 1.73 -0.15 0.266
H -0.32 2.85 -0.53 0.283
H 2.27 0.83 -0.49 0.312
H 0.76 -0.55 1.42 0.261
H -1.93 -0.53 -0.36 0.379
H -1.71 -0.76 1.40 0.338
H -1.22 -2.01 0.25 0.371
H 1.43 -2.13 -0.16 0.214
H 0.92 -1.08 -1.49 0.210
```

SMILES string = C=C(O)[C@@H](C)N
ΔE to the lowest compared entry with this formula, charge and spin = 3.331 eV
maximum force = 6.648 eV Å⁻¹
E_tot = -287.7100 a.u.
charge = 0
LUMO energy = 0.89 eV
orbital gap = 9.9403 eV
molar mass = 87.1 Da

=====

# 15
A 2-piece molecular cluster, C4H9NO overall, computed with wB97M-V/def2-TZVPD.

Geometry as XYZ:
```
15
Properties=species:S:1:pos:R:3:mulliken_charge:R:1
C -2.79 -0.19 -0.08 -0.892
C -1.57 0.25 0.09 0.638
N -0.41 0.59 0.28 -0.353
C 0.02 1.98 0.18 -0.867
H -3.47 -0.25 0.76 0.241
H -3.12 -0.52 -1.06 0.244
H -0.77 2.64 -0.17 0.333
H 0.35 2.31 1.17 0.306
H 0.88 2.03 -0.50 0.272
C 2.08 -1.59 -0.34 -0.514
O 1.37 -1.69 0.87 -0.516
H 1.49 -1.89 -1.21 0.220
H 2.95 -2.26 -0.27 0.255
H 2.46 -0.57 -0.52 0.188
H 0.70 -0.99 0.84 0.444
```

SMILES string = C=C=NC.CO
ΔE to the lowest compared entry with this formula, charge and spin = 2.741 eV
maximum force = 0.821 eV Å⁻¹
E_tot = -287.7317 a.u.
charge = 0
LUMO energy = 0.80 eV
orbital gap = 10.1941 eV
molar mass = 87.1 Da